[1]
{"formula": "C3H13NO3", "method": "the ωB97M-V functional and the def2-TZVPD basis", "symbols": ["C", "C", "O", "C", "N", "H", "H", "H", "H", "H", "H", "H", "H", "H", "O", "H", "H", "O", "H", "H"], "coordinates": [[0.228, 2.227, -1.203], [-0.233, 0.844, -0.796], [-0.597, 0.908, 0.613], [0.830, -0.213, -1.020], [0.413, -1.589, -0.694], [-0.602, 2.904, -1.125], [1.049, 2.416, -0.549], [0.528, 2.101, -2.270], [-1.105, 0.513, -1.371], [-1.220, 0.178, 0.745], [1.219, -0.123, -2.057], [1.767, 0.131, -0.536], [1.159, -2.021, -0.038], [0.455, -2.087, -1.571], [1.327, -0.278, 2.028], [0.569, 0.205, 1.584], [1.155, 0.104, 2.898], [-1.935, -1.475, 0.569], [-1.069, -1.614, 0.073], [-2.013, -2.039, 1.339]], "mulliken_charge": [-1.49, 0.52, -0.72, -0.99, -0.59, 0.35, 0.38, 0.35, 0.31, 0.40, 0.46, 0.35, 0.28, 0.24, -0.65, 0.47, 0.31, -0.77, 0.50, 0.29], "homo_lumo_gap_ev": 10.884, "multiplicity": 1, "e_lumo_ev": 0.80, "smiles": "C[C@H](O)CN.O.O"}

=====

[2]
{"formula": "C4H9N", "method": "the ωB97M-V functional and the def2-TZVPD basis", "symbols": ["C", "N", "H", "H", "H", "C", "C", "C", "H", "H", "H", "H", "H", "H"], "coordinates": [[-1.789, 1.023, 1.932], [-1.772, -0.245, 1.780], [-1.101, 1.432, 2.678], [-2.634, 1.675, 1.690], [-2.204, -0.405, 0.862], [1.126, -1.501, -0.844], [0.962, -0.081, -0.563], [1.012, 0.948, -1.501], [0.269, -2.121, -0.553], [1.276, -1.708, -1.906], [1.981, -1.883, -0.275], [1.193, 0.187, 0.469], [0.542, 1.881, -1.199], [1.139, 0.798, -2.569]], "lowdin_spin": [0.01, 0.02, 0.00, 0.00, 0.00, 0.07, 0.32, 0.48, 0.02, 0.00, 0.02, 0.01, 0.02, 0.03], "homo_lumo_gap_ev": [7.920, 4.360], "multiplicity": 2, "e_lumo_ev": [-5.66, -9.09], "charge": 1}

=====

[3]
{"formula": "C25H65FN3O12S10", "method": "the ωB97M-V functional and the def2-TZVPD basis", "symbols": ["O", "N", "O", "C", "C", "C", "N", "N", "C", "F", "C", "H", "H", "H", "H", "H", "C", "S", "O", "C", "H", "H", "H", "H", "H", "H", "C", "S", "O", "C", "H", "H", "H", "H", "H", "H", "C", "S", "O", "C", "H", "H", "H", "H", "H", "H", "C", "S", "O", "C", "H", "H", "H", "H", "H", "H", "C", "S", "O", "C", "H", "H", "H", "H", "H", "H", "C", "S", "O", "C", "H", "H", "H", "H", "H", "H", "C", "S", "O", "C", "H", "H", "H", "H", "H", "H", "C", "S", "O", "C", "H", "H", "H", "H", "H", "H", "C", "S", "O", "C", "H", "H", "H", "H", "H", "H", "C", "S", "O", "C", "H", "H", "H", "H", "H", "H"], "coordinates": [[0.287, 1.900, 1.030], [0.118, 2.978, 0.671], [-0.970, 3.005, -0.332], [-1.961, 3.927, 0.042], [-3.336, 3.397, -0.198], [-3.664, 2.038, -0.206], [-4.916, 1.692, -0.415], [-5.942, 2.497, -0.602], [-5.653, 3.767, -0.596], [-6.653, 4.584, -0.778], [-4.372, 4.275, -0.411], [-1.866, 4.192, 1.097], [-1.846, 4.853, -0.522], [-2.943, 1.253, -0.057], [-5.145, 0.681, -0.427], [-4.213, 5.342, -0.439], [1.499, 3.461, -5.390], [0.335, 3.592, -4.033], [0.161, 5.042, -3.733], [1.423, 2.939, -2.768], [1.022, 3.876, -6.275], [2.400, 4.024, -5.151], [1.743, 2.412, -5.556], [2.322, 3.552, -2.714], [1.687, 1.906, -2.999], [0.885, 2.991, -1.828], [3.335, 7.253, 0.572], [1.806, 6.943, -0.306], [1.347, 5.578, 0.104], [2.534, 6.780, -1.934], [3.091, 7.344, 1.628], [4.022, 6.422, 0.412], [3.769, 8.187, 0.217], [3.278, 5.981, -1.924], [2.995, 7.728, -2.213], [1.732, 6.534, -2.628], [-3.350, -2.510, -2.094], [-4.564, -2.306, -0.809], [-4.557, -0.823, -0.503], [-3.658, -3.091, 0.502], [-3.742, -2.060, -3.005], [-2.426, -2.007, -1.807], [-3.193, -3.576, -2.252], [-2.698, -2.600, 0.641], [-3.527, -4.140, 0.234], [-4.251, -3.013, 1.412], [4.449, 0.922, -1.093], [5.017, 2.138, -2.285], [4.484, 1.747, -3.620], [6.746, 1.661, -2.245], [3.369, 1.022, -1.008], [4.692, -0.087, -1.425], [4.913, 1.132, -0.128], [6.838, 0.613, -2.527], [7.141, 1.827, -1.243], [7.278, 2.286, -2.958], [2.432, -3.331, 1.215], [1.208, -2.051, 1.435], [0.110, -2.310, 0.453], [2.153, -0.694, 0.770], [1.995, -4.276, 1.530], [2.722, -3.391, 0.166], [3.299, -3.109, 1.835], [2.443, -0.933, -0.255], [3.037, -0.524, 1.386], [1.508, 0.183, 0.783], [-5.405, -7.830, -2.864], [-5.007, -6.143, -3.319], [-4.346, -5.525, -2.131], [-6.694, -5.535, -3.341], [-4.469, -8.372, -2.753], [-5.949, -7.833, -1.920], [-6.000, -8.285, -3.655], [-7.151, -5.696, -2.365], [-7.253, -6.056, -4.118], [-6.661, -4.471, -3.564], [1.890, -4.553, -2.239], [2.229, -2.847, -2.676], [2.871, -2.206, -1.496], [0.519, -2.306, -2.696], [2.846, -5.060, -2.134], [1.346, -4.588, -1.295], [1.312, -5.021, -3.035], [0.059, -2.500, -1.726], [-0.024, -2.817, -3.492], [0.527, -1.235, -2.893], [-0.360, 6.794, 4.123], [-0.599, 7.628, 2.550], [0.599, 8.475, 2.329], [-1.921, 8.712, 3.103], [0.465, 6.095, 4.000], [-0.114, 7.526, 4.891], [-1.267, 6.250, 4.389], [-1.574, 9.315, 3.942], [-2.784, 8.111, 3.393], [-2.187, 9.358, 2.269], [3.297, -5.475, 4.378], [4.787, -4.924, 3.537], [4.695, -5.386, 2.125], [5.918, -6.033, 4.379], [2.448, -4.933, 3.969], [3.160, -6.544, 4.212], [3.381, -5.260, 5.442], [5.606, -7.063, 4.208], [5.924, -5.803, 5.444], [6.910, -5.872, 3.963], [-2.848, -5.076, 4.676], [-1.307, -4.848, 3.782], [-0.205, -5.216, 4.709], [-1.356, -3.055, 3.738], [-2.977, -6.143, 4.846], [-2.796, -4.554, 5.631], [-3.675, -4.699, 4.074], [-1.408, -2.662, 4.754], [-2.210, -2.720, 3.149], [-0.427, -2.747, 3.266]], "mulliken_charge": [-0.47, 0.44, -0.27, -0.69, 0.43, -0.50, 0.68, -1.14, 0.20, -0.22, -0.32, 0.36, 0.44, 0.90, 0.58, 0.55, -0.93, 0.42, -0.61, 0.18, 0.36, 0.26, 0.34, 0.05, 0.41, -0.42, -1.04, 0.41, -0.52, -0.73, 0.28, 0.33, 0.43, 0.12, 0.45, 0.19, -0.79, 0.35, -0.76, -0.77, 0.44, 0.09, 0.39, 0.05, 0.47, 0.39, -0.67, 0.64, -0.63, -1.10, -0.08, 0.37, 0.43, 0.34, 0.38, 0.35, -0.82, 0.30, -0.48, -0.40, 0.47, 0.07, 0.30, -0.02, 0.55, 0.05, -1.02, 0.46, -0.54, -0.95, 0.33, 0.31, 0.41, 0.30, 0.42, 0.28, -0.95, 0.33, -0.56, -0.53, 0.38, 0.19, 0.42, -0.13, 0.55, 0.30, -1.03, 0.73, -0.68, -1.07, 0.30, 0.40, 0.34, 0.34, 0.35, 0.33, -0.74, 0.53, -0.61, -0.99, 0.07, 0.33, 0.41, 0.30, 0.37, 0.35, -0.97, 0.60, -0.63, -0.29, 0.35, 0.31, 0.31, 0.45, 0.17, -0.20], "homo_lumo_gap_ev": 6.181, "multiplicity": 1, "e_lumo_ev": -3.95, "charge": 1}

=====

[4]
{"formula": "C47H41F6IrN2OP2S4", "method": "the ωB97M-V functional and the def2-TZVPD basis", "symbols": ["Ir", "S", "P", "C", "P", "S", "C", "C", "C", "C", "C", "C", "C", "C", "C", "C", "C", "C", "C", "C", "C", "C", "C", "C", "C", "C", "C", "C", "C", "C", "H", "H", "H", "H", "H", "H", "H", "H", "H", "H", "H", "H", "H", "H", "H", "H", "H", "H", "H", "H", "S", "C", "N", "C", "C", "N", "C", "C", "C", "C", "C", "C", "C", "C", "S", "C", "C", "C", "C", "C", "C", "C", "H", "H", "H", "H", "H", "H", "H", "H", "H", "H", "H", "H", "H", "H", "H", "H", "H", "H", "C", "C", "O", "C", "F", "F", "F", "C", "F", "F", "F", "H", "H", "H"], "coordinates": [[-0.251, 1.259, -0.560], [0.626, 3.389, -1.129], [2.280, 2.246, -1.457], [1.614, 0.721, -0.874], [2.375, -0.848, -0.538], [1.037, -2.328, -0.195], [3.442, -0.772, 0.916], [4.272, -1.875, 1.209], [5.015, -1.867, 2.378], [4.786, -0.842, 3.290], [3.858, 0.219, 3.054], [3.206, 0.230, 1.835], [3.334, -1.383, -1.938], [2.689, -1.787, -3.172], [3.519, -2.013, -4.281], [4.888, -1.640, -4.267], [5.464, -1.211, -3.071], [4.662, -1.082, -1.922], [2.669, 2.140, -3.231], [3.601, 3.018, -3.854], [3.764, 2.970, -5.240], [2.989, 2.133, -6.027], [2.084, 1.229, -5.378], [1.940, 1.249, -4.000], [3.757, 2.762, -0.598], [4.936, 1.961, -0.693], [5.966, 2.155, 0.227], [5.820, 3.071, 1.325], [4.720, 3.945, 1.276], [3.755, 3.796, 0.334], [4.312, -2.717, 0.556], [5.696, -2.705, 2.560], [5.374, -0.716, 4.186], [3.804, 0.968, 3.871], [2.540, 1.021, 1.509], [1.622, -1.943, -3.214], [3.120, -2.433, -5.214], [5.521, -1.870, -5.130], [6.523, -0.988, -3.078], [5.187, -0.946, -0.993], [4.174, 3.788, -3.322], [4.564, 3.488, -5.770], [3.264, 1.969, -7.077], [1.495, 0.532, -5.924], [1.265, 0.539, -3.540], [4.922, 1.094, -1.340], [6.792, 1.499, 0.154], [6.534, 3.183, 2.108], [4.617, 4.732, 1.965], [2.869, 4.493, 0.280], [-0.348, 0.751, 1.788], [-1.633, -0.402, 1.703], [-2.200, -0.753, 2.846], [-3.021, -1.958, 2.907], [-4.045, -1.866, 1.816], [-3.311, -1.597, 0.535], [-4.022, -2.252, -0.629], [-3.623, -3.686, -0.967], [-2.472, -4.288, -0.528], [-2.190, -5.554, -0.979], [-3.058, -6.279, -1.797], [-4.322, -5.724, -2.029], [-4.604, -4.433, -1.662], [-2.134, -0.942, 0.507], [-1.121, -0.945, -0.944], [-1.906, -0.168, 4.156], [-3.255, 0.206, 4.759], [-3.649, -0.161, 6.034], [-4.876, 0.150, 6.579], [-5.788, 0.766, 5.777], [-5.469, 1.087, 4.458], [-4.223, 0.772, 3.965], [-3.516, -2.135, 3.920], [-2.360, -2.865, 2.708], [-4.747, -1.087, 1.921], [-4.493, -2.847, 1.687], [-3.858, -1.638, -1.487], [-5.077, -2.155, -0.531], [-1.845, -3.755, 0.150], [-1.240, -5.989, -0.696], [-2.761, -7.244, -2.214], [-5.075, -6.217, -2.687], [-5.517, -3.950, -1.995], [-1.256, 0.751, 4.096], [-1.354, -0.880, 4.780], [-2.933, -0.624, 6.686], [-5.096, -0.178, 7.604], [-6.815, 1.038, 6.110], [-6.203, 1.526, 3.847], [-3.991, 0.995, 2.937], [-2.750, 3.509, -1.932], [-3.082, 2.625, -0.782], [-2.318, 1.523, -0.636], [-4.497, 1.997, -1.031], [-4.445, 1.182, -2.097], [-5.521, 2.844, -1.204], [-4.815, 1.166, 0.032], [-3.128, 3.481, 0.538], [-1.874, 4.050, 0.679], [-4.094, 4.392, 0.545], [-3.204, 2.737, 1.650], [-2.405, 2.900, -2.755], [-1.869, 4.114, -1.860], [-3.605, 4.177, -2.280]], "lowdin_spin": [1.61, 0.17, 0.07, 0.39, 0.12, 0.46, 0.03, 0.01, 0.00, 0.00, 0.00, 0.01, 0.01, 0.00, 0.00, 0.00, 0.00, 0.00, 0.01, 0.00, 0.00, 0.00, 0.00, 0.01, 0.01, 0.00, 0.00, 0.00, 0.00, 0.01, 0.00, 0.00, 0.00, 0.00, 0.01, 0.00, 0.00, 0.00, 0.00, 0.00, 0.00, 0.00, 0.00, 0.00, 0.01, 0.00, 0.00, 0.00, 0.00, 0.00, 0.36, 0.21, 0.16, 0.01, 0.02, 0.26, 0.02, 0.01, 0.00, 0.00, 0.00, 0.00, 0.00, 0.26, 0.49, 0.03, 0.01, 0.00, 0.00, 0.00, 0.00, 0.00, 0.00, 0.00, 0.01, 0.00, 0.00, 0.00, 0.00, 0.00, 0.00, 0.00, 0.00, 0.01, 0.01, 0.00, 0.00, 0.00, 0.00, 0.00, 0.00, 0.01, 0.14, 0.00, 0.00, 0.00, 0.00, 0.01, 0.00, 0.00, 0.00, 0.00, 0.00, 0.00], "homo_lumo_gap_ev": [6.616, 5.800], "multiplicity": 6, "e_lumo_ev": [-2.44, -4.91], "charge": 1}

=====

[5]
{"formula": "C10H10FNO3", "method": "the ωB97M-V functional and the def2-TZVPD basis", "symbols": ["C", "C", "O", "C", "O", "C", "F", "C", "O", "C", "C", "C", "N", "C", "C", "H", "H", "H", "H", "H", "H", "H", "H", "H", "H"], "coordinates": [[0.991, 4.182, 0.127], [-0.266, 3.357, 0.084], [0.128, 2.004, -0.184], [-0.533, 0.928, 0.351], [-1.604, 0.920, 0.833], [0.385, -0.301, 0.063], [1.414, 0.056, -0.803], [1.258, -0.815, 1.600], [0.733, -0.932, 2.646], [-0.137, -1.622, -0.362], [0.504, -2.408, -1.321], [-0.089, -3.674, -1.555], [-1.180, -4.108, -0.961], [-1.781, -3.229, -0.204], [-1.353, -1.953, 0.224], [1.504, 4.001, 1.176], [1.663, 3.858, -0.717], [0.704, 5.345, 0.061], [-0.890, 3.714, -0.644], [-0.967, 3.286, 1.073], [2.149, -1.147, 1.240], [1.523, -2.137, -1.691], [0.370, -4.325, -2.319], [-2.577, -3.724, 0.406], [-1.945, -1.277, 0.876]], "mulliken_charge": [-0.94, -0.32, -0.22, 0.38, -0.55, 0.86, -0.36, -0.06, -0.39, 0.31, -0.42, -0.22, -0.59, -0.37, -0.46, 0.23, 0.28, 0.31, 0.32, 0.29, 0.47, 0.32, 0.37, 0.33, 0.41], "homo_lumo_gap_ev": 9.549, "multiplicity": 1, "e_lumo_ev": 0.06, "smiles": "CCOC(=O)[C@@](F)(C=O)c1ccncc1"}

=====

[6]
{"formula": "C5H9N3", "method": "the ωB97M-V functional and the def2-TZVPD basis", "symbols": ["C", "C", "N", "N", "C", "C", "C", "N", "H", "H", "H", "H", "H", "H", "H", "H", "H"], "coordinates": [[0.245, -0.494, 0.086], [-0.206, 0.514, 0.996], [2.517, -0.293, -0.281], [0.423, -1.845, 0.542], [-1.205, -0.024, -0.528], [-0.695, 1.552, 1.627], [-1.415, 0.794, -1.568], [1.253, 0.161, -0.579], [3.167, -0.044, -1.013], [2.585, -1.272, -0.018], [-0.208, -2.098, 1.290], [0.358, -2.503, -0.226], [-1.997, -0.645, -0.124], [-0.393, 1.768, 2.649], [-1.438, 2.216, 1.188], [-0.624, 1.420, -1.959], [-2.368, 0.790, -2.082]], "mulliken_charge": [1.41, -0.34, -0.61, -0.68, -0.31, -0.82, -0.92, -0.22, 0.25, 0.23, 0.28, 0.21, 0.34, 0.25, 0.31, 0.32, 0.30], "homo_lumo_gap_ev": [7.915, 6.661], "multiplicity": 1, "e_lumo_ev": [0.41, 0.46]}

=====

ΔE to the lowest compared entry with this formula, charge and spin (computed, kcal/mol): 8.29 97.20 0.00 19.02 87.04 157.93